{
  "formula": "C20H70N16O15",
  "method": "ωB97M-V with the def2-TZVPD basis set",
  "max_force_ha_per_bohr": 0.1510,
  "de_lowest_kj_mol": 31.9,
  "molar_mass_g_mol": 774.88,
  "homo_lumo_gap_ev": 7.4,
  "lumo_energy_ev": -0.8,
  "symbols": ["C", "C", "O", "H", "H", "H", "H", "H", "H", "C", "C", "O", "H", "H", "H", "H", "H", "H", "C", "C", "O", "H", "H", "H", "H", "H", "H", "C", "C", "O", "H", "H", "H", "H", "H", "H", "C", "C", "O", "H", "H", "H", "H", "H", "H", "C", "O", "N", "N", "H", "H", "H", "H", "C", "O", "N", "N", "H", "H", "H", "H", "C", "O", "N", "N", "H", "H", "H", "H", "C", "O", "N", "N", "H", "H", "H", "H", "C", "O", "N", "N", "H", "H", "H", "H", "C", "O", "N", "N", "H", "H", "H", "H", "C", "O", "N", "N", "H", "H", "H", "H", "C", "O", "N", "N", "H", "H", "H", "H", "C", "O", "H", "H", "H", "H", "C", "O", "H", "H", "H", "H"],
  "positions_angstrom": [[7.047194, 9.495533, 13.386713], [5.963840, 9.144158, 14.377061], [5.092663, 10.183310, 14.617045], [6.678483, 9.938512, 12.471778], [7.677757, 8.630335, 13.168612], [7.707072, 10.350419, 13.728261], [6.342634, 8.858700, 15.338583], [5.467663, 8.176833, 14.064983], [5.431835, 10.737506, 15.306799], [7.463739, 11.111088, 4.998193], [6.175958, 11.206361, 5.816211], [6.433804, 12.177839, 6.850096], [7.943482, 12.105773, 4.869546], [7.396965, 10.592233, 4.032431], [8.095850, 10.543651, 5.669777], [5.897541, 10.197759, 6.144619], [5.375011, 11.574323, 5.171329], [5.846726, 12.201830, 7.630022], [10.824661, 9.220904, 12.913117], [11.221264, 7.749001, 12.850982], [10.020119, 6.959887, 12.889689], [11.662793, 9.819047, 12.589380], [10.379785, 9.614931, 13.813561], [10.072037, 9.422899, 12.161296], [11.955375, 7.435803, 13.564906], [11.719550, 7.634829, 11.917833], [10.033757, 6.382953, 13.639277], [9.529003, 13.085615, 12.963390], [9.517795, 13.874157, 14.203389], [10.205941, 15.039870, 13.966473], [10.480196, 12.882209, 12.480362], [8.886483, 13.521328, 12.195778], [9.092003, 12.150650, 13.176758], [9.973012, 13.323929, 15.015780], [8.462113, 13.980973, 14.481007], [10.587213, 15.323557, 14.812331], [8.049106, 13.114919, 9.409379], [7.372278, 12.051304, 10.419200], [8.249518, 10.989961, 10.578411], [8.458430, 12.552811, 8.548470], [8.905384, 13.628617, 9.851174], [7.318911, 13.907822, 9.266210], [6.465941, 11.643338, 10.052503], [7.049368, 12.529616, 11.376753], [8.366240, 10.506978, 9.763103], [5.496968, 8.510015, 9.015676], [5.307611, 7.707033, 7.916529], [4.775975, 9.514775, 9.463623], [6.441006, 8.306278, 9.873416], [4.130972, 9.918339, 8.844015], [4.733761, 9.932208, 10.434323], [7.118055, 7.510112, 9.703467], [6.564218, 8.837271, 10.709785], [7.728660, 16.892585, 8.698230], [8.465349, 16.039483, 7.908243], [6.932579, 17.711157, 8.069384], [7.754359, 16.978994, 9.994033], [7.097845, 17.758230, 7.034947], [6.332129, 18.491180, 8.486003], [8.362207, 16.413719, 10.602020], [6.876215, 17.351900, 10.492125], [4.115295, 13.824781, 9.796037], [4.926371, 13.120320, 8.900677], [4.573463, 14.815117, 10.493362], [2.779139, 13.933673, 9.670344], [5.609111, 14.797961, 10.620378], [4.015205, 15.625416, 10.821295], [2.465128, 13.088241, 9.202204], [2.152357, 14.067413, 10.487307], [6.094761, 15.471613, 5.676153], [6.189450, 16.812786, 5.669367], [7.039131, 14.717785, 6.157386], [5.071155, 14.798546, 5.240007], [7.646558, 15.171299, 6.876716], [6.875280, 13.699910, 6.253040], [4.242825, 15.317307, 4.891602], [4.899467, 13.825667, 5.501805], [10.629329, 15.781932, 10.805084], [11.383398, 14.636652, 11.202212], [10.694098, 16.323254, 9.635980], [9.933257, 16.468301, 11.648378], [11.231898, 15.681208, 9.041104], [9.879102, 16.622452, 9.146752], [9.880396, 15.925069, 12.498351], [9.722184, 17.464346, 11.778773], [12.317984, 11.358228, 10.203235], [12.740334, 10.088475, 9.907699], [13.072959, 12.453176, 10.343449], [11.032690, 11.567909, 10.250202], [14.037781, 12.489917, 10.038970], [12.663637, 13.405537, 10.488805], [10.358151, 10.806641, 10.082435], [10.576159, 12.371516, 10.735742], [9.404612, 9.550946, 8.018084], [10.111178, 9.948187, 6.912084], [9.933282, 9.212594, 9.146647], [8.116239, 9.633679, 8.115924], [10.934551, 9.048464, 9.067877], [9.489163, 8.611410, 9.742955], [7.811370, 10.149991, 7.313485], [7.460947, 9.424553, 8.902818], [4.290437, 13.719725, 13.847979], [5.295585, 13.015584, 13.237929], [3.656974, 14.690178, 13.312356], [3.772166, 13.513686, 15.010047], [4.025010, 15.032822, 12.396338], [3.092249, 15.354275, 13.897293], [4.273768, 12.819549, 15.632644], [2.874229, 13.950277, 15.400806], [6.663104, 15.913891, 13.218531], [6.717803, 14.957628, 12.136562], [7.229006, 16.816339, 12.985466], [6.985060, 15.746649, 14.246479], [5.635688, 16.230831, 13.395067], [6.400564, 14.099064, 12.523104], [10.724869, 13.285993, 6.937317], [11.232737, 13.657186, 8.181815], [9.963268, 12.558651, 6.987113], [11.455485, 13.080318, 6.189779], [10.157522, 14.201836, 6.613759], [11.059216, 12.996465, 8.821506]],
  "atomic_forces_ev_per_a": [[1.182, 1.038, 0.444], [0.659, -1.785, -0.222], [-2.044, 0.564, -0.639], [-0.549, -0.209, -0.397], [0.069, 0.109, -0.045], [-0.533, -1.068, 0.082], [0.982, -0.353, 0.532], [-0.202, 1.326, -0.059], [0.450, 0.261, 0.298], [0.238, 0.338, 0.722], [-0.218, 0.678, -0.962], [0.092, -1.200, 0.037], [-0.460, -0.574, -0.038], [-0.261, 0.140, 0.398], [0.924, -0.098, -0.615], [-0.063, 0.252, 0.464], [-0.336, -0.004, 0.080], [-0.138, -0.210, -0.504], [0.217, -0.115, -0.512], [-1.240, 1.043, 0.135], [0.195, 0.223, -0.611], [0.415, 0.345, 0.185], [0.197, -0.235, 0.712], [-0.279, -0.191, -0.392], [0.166, -0.103, 0.903], [0.174, -0.410, -1.072], [0.103, -0.453, 0.561], [-0.236, -0.569, -1.506], [-0.497, -1.379, 0.194], [0.670, 1.828, 1.375], [0.267, 0.387, 0.662], [0.098, 0.253, 0.068], [-0.667, -1.427, 0.214], [0.316, -0.273, 0.317], [-0.063, 0.571, 0.182], [-0.065, 0.228, -0.565], [-0.760, -1.127, 1.817], [0.884, 2.228, -1.162], [0.829, -0.852, 2.307], [-0.808, 0.662, 0.055], [0.088, -0.259, 0.383], [0.025, -0.166, -0.998], [-1.127, 0.060, -0.970], [0.896, -0.604, -0.427], [-0.104, 0.615, -0.357], [-2.207, -4.707, -5.276], [0.847, 4.733, 5.251], [-2.520, 2.716, 0.967], [5.040, -3.959, 1.484], [-0.982, 0.404, -0.768], [0.635, -1.099, -1.805], [-1.501, 1.283, 0.404], [0.026, 0.226, 0.392], [2.257, -3.192, -5.300], [-1.804, 3.733, 4.521], [-1.725, 3.129, -1.633], [-1.574, 0.066, 4.563], [-0.963, -0.607, 0.899], [1.584, -1.872, -0.594], [-0.671, 0.011, -0.606], [2.184, -0.695, -1.269], [2.925, -1.507, -6.118], [-4.615, 2.716, 5.199], [3.363, 1.754, 1.874], [-2.610, -2.778, -0.213], [-1.160, 0.700, 0.184], [0.665, -1.121, -0.993], [-0.390, 0.328, -0.384], [1.175, 0.155, -0.533], [1.970, 5.877, 0.988], [-0.950, -4.530, -0.614], [2.061, -1.100, 1.316], [-4.874, -0.704, -2.110], [-0.174, -0.321, -0.917], [0.152, 1.055, 0.073], [1.200, -0.576, 0.421], [0.408, 0.754, -0.072], [5.231, -4.921, 1.311], [-3.862, 5.403, -2.036], [2.558, -1.303, -3.325], [-2.382, 0.352, 4.628], [-0.236, 0.366, -0.318], [-0.595, 0.303, -0.335], [-0.080, 0.382, 0.754], [0.706, -0.827, -1.080], [3.066, -5.281, -1.972], [-1.174, 5.384, 1.332], [1.178, 1.344, 0.362], [-4.448, 0.959, 1.013], [-0.337, -0.685, 0.193], [-0.138, -1.212, -0.149], [1.173, 0.542, 0.350], [1.136, -0.729, -0.762], [3.727, 2.394, -6.378], [-3.521, -1.996, 5.417], [5.143, -0.580, 0.761], [-3.712, 0.995, -1.745], [0.307, 0.206, 0.485], [-1.440, -1.698, 1.733], [-1.150, 0.014, 0.003], [1.306, -0.061, -1.305], [4.972, -4.054, -2.816], [-4.228, 2.970, 3.125], [-1.833, 5.391, -4.176], [-0.536, -3.170, 6.458], [-0.631, -0.672, 1.505], [1.049, -1.118, -1.122], [-1.274, 1.236, -1.110], [2.252, -1.033, -1.151], [-0.548, 0.938, -0.493], [0.850, 0.570, 1.983], [0.047, -0.075, -0.599], [0.571, -1.445, -0.189], [-0.280, 0.224, -0.297], [-0.168, 0.244, -0.120], [-1.569, 2.881, -0.460], [1.006, 1.203, -0.253], [-0.475, -1.408, 0.081], [0.767, -0.503, -0.335], [0.483, -0.648, -0.273], [-0.168, -1.240, 0.896]]
}